(1)
Below is a cluster of 2 separate species, C4H13NO in total, with properties calculated with ωB97M-V with the def2-TZVPD basis set.

Calculated values
Electronic energy: -7895.45798 eV
Gap between HOMO and LUMO: 9.24 eV
LUMO level: 0.86 eV
E_HOMO: -8.38 eV
ΔE to the lowest compared entry with this formula, charge and spin: 116.07 kJ/mol
SMILES: CCNCC.O

The geometry in XYZ format:
```
19
Properties=species:S:1:pos:R:3:lowdin_charge:R:1
C -0.501 -2.308 0.512 -0.11
C 0.042 -0.986 1.118 -0.27
N 0.522 -0.142 0.022 -0.11
C 1.223 1.051 0.454 -0.28
C 0.970 2.192 -0.553 -0.12
H 0.181 -3.141 0.723 0.06
H -1.431 -2.674 0.959 0.06
H -0.607 -2.328 -0.577 0.06
H 0.911 -1.203 1.725 0.11
H -0.838 -0.593 1.627 0.10
H -0.215 -0.003 -0.659 0.05
H 0.923 1.433 1.425 0.11
H 2.297 0.885 0.283 0.11
H 1.452 3.121 -0.194 0.07
H -0.016 2.680 -0.520 0.07
H 1.251 2.040 -1.593 0.07
O -2.134 0.347 -1.475 -0.04
H -2.410 -0.457 -1.047 0.03
H -1.619 0.086 -2.229 0.04
```

(2)
Below is a cluster of 2 separate species, C4H13NO in total, with properties calculated with ωB97M-V with the def2-TZVPD basis set.

Calculated values
Electronic energy: -7894.92009 eV
Gap between HOMO and LUMO: 10.82 eV
LUMO level: 0.85 eV
E_HOMO: -9.97 eV
ΔE to the lowest compared entry with this formula, charge and spin: 167.96 kJ/mol
SMILES: CCC.NCO

The geometry in XYZ format:
```
19
Properties=species:S:1:pos:R:3:lowdin_charge:R:1
C -1.200 -1.672 -0.039 -0.16
C -1.425 -0.654 1.051 -0.32
C -2.206 0.618 0.591 -0.14
H -0.746 -1.276 -0.961 0.06
H -0.528 -2.535 0.146 0.08
H -2.134 -2.085 -0.325 0.05
H -2.132 -1.078 1.828 0.11
H -0.410 -0.219 1.376 0.11
H -2.433 1.167 1.525 0.06
H -3.234 0.247 0.206 0.10
H -1.779 1.358 -0.040 0.04
N 2.257 -0.427 -0.479 -0.01
C 1.742 0.915 -0.753 -0.23
O 2.918 1.924 -0.321 -0.18
H 2.794 -0.466 0.393 0.07
H 3.105 -0.583 -1.081 0.09
H 0.865 1.175 -0.129 0.09
H 1.483 1.052 -1.848 0.12
H 3.064 2.541 -1.141 0.10
```

(3)
Below is a cluster of 2 separate species, C4H13NO in total, with properties calculated with ωB97M-V with the def2-TZVPD basis set.

Calculated values
Electronic energy: -7887.26648 eV
Gap between HOMO and LUMO (spin up / spin down): 12.09 / 6.92 eV
LUMO level (spin up / spin down): -3.14 / -8.30 eV
E_HOMO (spin up / spin down): -15.23 / -15.23 eV
ΔE to the lowest compared entry with this formula, charge and spin: 79.88 kJ/mol
2S+1: 2
Total charge: +1

The geometry in XYZ format:
```
19
Properties=species:S:1:pos:R:3:lowdin_charge:R:1
C 0.465 -0.954 1.204 -0.04
N 0.306 -1.070 -0.214 0.16
C 1.480 0.482 -1.792 0.01
C 0.191 0.187 -0.981 -0.36
C -0.236 1.353 -0.122 -0.04
H -0.441 -0.541 1.666 0.08
H 1.293 -0.374 1.628 0.14
H 0.460 -1.943 1.659 0.11
H 1.086 -1.601 -0.574 0.16
H 1.552 1.560 -1.908 0.10
H 1.359 0.106 -2.801 0.09
H 2.366 0.079 -1.312 0.09
H -0.577 -0.125 -1.709 0.17
H 0.504 1.469 0.670 0.09
H -1.232 1.288 0.293 0.08
H -0.158 2.307 -0.640 0.10
H -3.043 -0.538 0.921 0.04
H -2.493 -1.257 2.153 0.04
O -2.879 -0.428 1.860 -0.04
```